(1)
{"formula": "C4H8ClNS", "method": "ωB97M-V with the def2-TZVPD basis set", "e_above_lowest_kcal_mol": 15.52, "smiles": "C[C@H]1CN[C@@H](Cl)S1", "energy_ev": -29124.3369, "orbital_gap_ev": 9.50, "elements": ["C", "C", "C", "C", "N", "S", "Cl", "H", "H", "H", "H", "H", "H", "H", "H"], "xyz": [[-0.0977, 0.1918, -0.9857], [0.1854, -0.8461, 0.1229], [0.7023, 1.7494, 0.5665], [-0.7562, -2.0053, 0.4558], [0.8121, 1.3116, -0.7072], [0.2447, 0.1214, 1.6650], [-0.6838, 2.9424, 0.7786], [0.2956, -0.2547, -1.9706], [-1.1778, 0.3274, -1.1848], [1.2722, -0.9251, -0.0716], [1.5093, 2.2248, 1.1004], [-1.4629, -1.5336, 1.0836], [-0.3561, -2.7391, 1.1130], [-1.2463, -2.4352, -0.3938], [0.7591, 1.8704, -1.5720]], "forces_ev_per_a": [[0.279, -2.332, -1.580], [1.410, 1.155, 0.112], [-1.531, -0.412, 3.074], [0.587, 0.976, -0.789], [-0.694, -1.738, -2.561], [0.638, 2.496, -1.293], [-0.136, 0.191, 0.146], [-0.605, 0.452, 1.252], [0.329, 0.831, 0.585], [-0.530, -1.545, 0.170], [0.457, 0.107, -0.528], [-1.478, 0.348, 0.348], [0.877, -0.795, 0.100], [-0.110, -0.405, -0.492], [0.507, 0.671, 1.458]]}


(2)
{"formula": "C4H8ClNS", "method": "ωB97M-V with the def2-TZVPD basis set", "e_above_lowest_kcal_mol": 61.77, "energy_ev": -29122.3315, "orbital_gap_ev": [6.24, 6.25], "elements": ["C", "C", "C", "C", "N", "S", "Cl", "H", "H", "H", "H", "H", "H", "H", "H"], "xyz": [[0.0485, 0.7386, 0.1249], [0.8902, -0.6992, 0.1983], [-2.2726, 0.1365, 0.8321], [1.6047, -0.4865, -1.1686], [-1.0338, 0.6834, 1.0058], [0.0329, -2.1188, 0.3220], [-2.8658, 0.0758, -0.7017], [0.7421, 1.5786, 0.2652], [-0.2672, 0.8233, -0.9864], [1.4386, -0.3964, 1.0763], [-2.9679, 0.1253, 1.6279], [0.9033, -0.6271, -1.9698], [2.4252, -1.1878, -1.2467], [2.0181, 0.5211, -1.3966], [-0.6962, 0.8332, 2.0175]], "forces_ev_per_a": [[-1.032, -0.440, -3.097], [0.691, 3.444, -1.399], [4.558, 1.221, -0.009], [1.191, 0.191, 0.481], [-1.692, 0.549, 2.820], [-1.770, -1.634, 0.418], [-0.780, -0.249, -1.243], [-0.360, -0.380, 0.651], [-0.061, -0.135, 2.018], [1.135, -0.556, 0.233], [-0.243, -0.346, 0.860], [-0.444, -0.617, -0.238], [0.111, -0.235, -0.278], [-0.059, -0.286, 0.753], [-1.244, -0.526, -1.970]]}


(3)
{"formula": "C4H8ClNSi", "method": "ωB97M-V with the def2-TZVPD basis set", "e_above_lowest_kcal_mol": 47.21, "spin_multiplicity": 3, "energy_ev": -26162.7955, "orbital_gap_ev": [6.05, 7.28], "s_squared": 2.005, "elements": ["C", "C", "C", "C", "N", "Si", "Cl", "H", "H", "H", "H", "H", "H", "H", "H"], "xyz": [[1.6028, -1.6316, 0.4425], [-2.0509, 1.0193, 1.2188], [1.7048, -1.1595, -0.7670], [-1.1059, 0.8958, -1.9453], [1.3263, -2.0566, 1.5366], [-1.7838, 0.1588, -0.4685], [-2.9049, -1.5278, -0.1883], [-1.1851, 1.2569, 1.6891], [-2.5364, 1.9382, 1.1368], [-2.4993, 0.3933, 1.9087], [1.0473, -1.2763, -1.4964], [2.6657, -0.5882, -0.8454], [-1.3989, 0.4005, -2.8684], [-0.0133, 1.1092, -1.8536], [1.7853, -2.9043, 1.9319]], "forces_ev_per_a": [[-1.101, -0.961, -0.527], [-0.419, -0.241, -2.932], [4.694, 1.670, 3.247], [1.227, -0.245, -1.476], [0.794, -0.474, 1.666], [0.126, -0.464, 4.102], [-0.349, -0.530, -0.906], [3.210, 0.674, 1.017], [-1.354, 1.531, -0.088], [-1.480, -1.417, 0.973], [-2.602, -0.693, -3.056], [-1.149, -0.270, -0.560], [-0.026, 0.722, -0.321], [-0.946, -0.037, -0.342], [-0.626, 0.735, -0.797]]}


(4)
{"formula": "C4H8ClNiO3", "method": "ωB97M-V with the def2-TZVPD basis set", "spin_multiplicity": 4, "energy_ev": -63982.9455, "orbital_gap_ev": [8.82, 7.38], "s_squared": 3.754, "elements": ["Ni", "Cl", "C", "C", "O", "C", "O", "O", "C", "H", "H", "H", "H", "H", "H", "H", "H"], "xyz": [[8.7043, 18.0883, 3.1016], [7.8109, 18.1507, 5.3421], [7.6364, 26.7763, 8.2246], [8.5000, 25.8245, 9.0612], [8.8634, 24.6467, 8.3176], [7.9202, 23.7728, 7.9627], [6.7048, 23.9612, 8.1758], [8.4981, 22.6455, 7.6167], [7.6358, 21.4292, 7.4586], [7.2265, 27.5483, 8.8757], [6.7861, 26.3032, 7.7334], [8.2248, 27.2096, 7.4158], [8.0209, 25.5154, 9.9901], [9.3987, 26.3133, 9.4373], [7.3797, 21.0795, 8.4587], [8.1448, 20.6471, 6.8953], [6.7233, 21.7990, 6.9910]], "forces_ev_per_a": [[-0.670, 0.050, 1.687], [0.672, -0.028, -1.671], [0.142, -0.089, 0.081], [-1.176, 0.049, -0.167], [0.969, 0.146, -0.404], [-2.968, 0.552, 2.606], [2.512, -0.705, -1.059], [0.135, -1.559, -0.850], [-0.279, 1.747, 0.439], [0.184, 0.210, -0.090], [0.128, -0.313, 0.373], [0.150, 0.248, 0.187], [-0.535, -0.201, -0.201], [0.357, -0.216, -0.709], [0.130, 0.002, -0.040], [0.206, 0.554, -0.018], [0.043, -0.445, -0.165]]}